Record 1
The molecule C3H4N2O2 in a non-equilibrium geometry, computed with the ωB97M-V functional and the def2-TZVPD basis.

The calculation puts the energy above the lowest of the compared OMol25 structures with the same formula, charge and spin at 4.720 eV. The value obtained for the orbital gap is 8.68 eV. Its calculated total energy is -10247.545 eV.

```
11
C3H4N2O2 (the ωB97M-V functional and the def2-TZVPD basis)
C 0.03 0.00 1.24
O 0.17 2.29 0.26
C 0.44 -1.59 -0.25
N -0.08 -0.26 0.00
H 0.85 -1.69 0.81
H 1.05 -1.58 -1.17
H -1.11 2.48 -1.32
H -0.31 -2.38 -0.27
C -0.52 1.83 -0.66
O 0.18 0.37 2.33
N -0.70 0.53 -0.97
```

***

Record 2
A structure of composition C8H24INO6Pd in a non-equilibrium geometry, computed with the ωB97M-V functional and the def2-TZVPD basis.

The calculation puts the energy above the lowest of the compared OMol25 structures with the same formula, charge and spin at 0.198 eV. Its spin multiplicity is 4. As for the charge: +1. The value obtained for the orbital gap (spin up / spin down) is 9.62 / 4.97 eV. Its calculated total energy is -34030.463 eV.

```
41
C8H24INO6Pd (the ωB97M-V functional and the def2-TZVPD basis)
C 3.88 -0.35 -0.98
O 2.35 -0.80 0.93
C -2.29 2.52 0.07
H 4.82 0.19 -1.13
H 3.01 1.02 -2.08
H -0.31 1.25 -1.35
H 1.87 2.00 2.34
H -3.82 1.58 1.37
H -1.25 0.40 -3.14
O -1.97 0.77 1.66
C -0.50 -1.97 -0.56
H 3.98 0.30 1.16
H -2.65 2.32 -1.86
H -1.99 -2.65 2.10
H -2.53 0.15 2.13
H -1.23 2.73 -0.10
H 2.83 -1.61 1.11
H -2.70 2.69 2.17
N 0.08 0.50 -0.79
H -2.76 3.50 0.00
C -1.14 -2.93 1.48
H -0.36 -3.45 2.04
H -1.85 -0.44 -0.80
C -2.78 1.92 1.40
I 0.44 -0.39 4.33
H 4.09 -1.42 -0.94
H 0.14 -0.70 -3.16
H 2.78 1.11 0.25
C -0.82 -0.56 -1.16
H 0.96 0.31 -1.25
O 3.02 0.06 -2.03
C 3.26 0.13 0.35
Pd 0.27 0.20 1.51
H -1.49 -1.30 -3.07
C -0.84 -0.51 -2.70
O 1.06 2.09 1.80
H -1.53 -3.73 0.85
O -0.58 -1.79 0.87
O -2.70 1.79 -1.06
H 0.51 -2.30 -0.78
H -1.25 -2.64 -0.98
```

***

Record 3
A structure of composition H22O11Xe, computed with the ωB97M-V functional and the def2-TZVPD basis.

The calculation puts the energy above the lowest of the compared OMol25 structures with the same formula, charge and spin at 0.495 eV. The value obtained for the orbital gap is 10.38 eV. Its calculated total energy is -31842.452 eV.

```
34
H22O11Xe (the ωB97M-V functional and the def2-TZVPD basis)
O -1.79 -1.51 -3.88
O 0.91 -1.55 3.59
Xe -0.10 -0.14 -0.56
H -2.23 -3.26 -1.35
H -2.93 -1.85 0.42
H 0.37 1.84 2.39
H -3.17 1.65 1.65
H -2.59 -1.14 -4.25
O 3.27 1.72 0.07
H 3.38 -0.08 -0.62
H -2.48 -2.18 1.83
H 0.18 3.03 -1.10
H 2.29 -3.23 -2.83
H 0.19 4.32 -1.89
H 0.83 -0.82 2.98
H -2.39 -2.04 -2.23
O -3.12 -1.66 1.34
H 2.62 -2.44 -1.58
O -0.03 1.41 3.14
H -2.72 0.24 1.95
H -0.32 3.58 1.19
H 2.48 2.13 0.43
H 3.85 -1.49 -0.34
O -2.79 -2.49 -1.48
O 2.32 -3.30 -1.88
O -2.77 1.12 2.34
H -1.57 -2.23 -4.47
O 0.50 3.09 1.07
O 3.45 -0.95 -1.02
H 1.17 3.64 1.47
H -0.94 1.25 2.88
H 3.30 2.03 -0.83
O 0.63 3.47 -1.83
H 0.19 -2.14 3.37
```

***

Record 4
A structure of composition C20H9Cl4N5O6Ru in a non-equilibrium geometry, computed with the ωB97M-V functional and the def2-TZVPD basis.

The calculation puts the energy above the lowest of the compared OMol25 structures with the same formula, charge and spin at 0.926 eV. Its spin multiplicity is 6. As for the charge: -1. The value obtained for the orbital gap (spin up / spin down) is 5.95 / 4.07 eV. Its calculated total energy is -93291.338 eV.

```
45
C20H9Cl4N5O6Ru (the ωB97M-V functional and the def2-TZVPD basis)
C 2.39 -1.60 0.68
C -1.03 -2.86 1.44
O 0.07 0.70 1.96
C 2.92 2.83 -1.39
N -0.57 4.79 3.97
C -1.24 -0.31 -2.37
Cl -4.47 1.67 -4.83
O -0.34 -0.87 -1.64
C -2.00 0.76 -1.82
N 2.14 1.45 4.76
Cl -0.59 -1.99 -4.41
Cl 1.52 1.81 -0.89
C -3.24 0.94 -3.88
O -1.51 -3.88 1.89
Cl 3.68 3.60 0.00
C -1.51 -0.71 -3.73
O 3.07 -5.93 2.57
C 1.30 1.89 4.12
Ru -0.20 -0.16 0.23
H 4.30 -2.54 0.97
C 0.52 -2.81 1.32
N 1.06 -1.70 0.80
O -1.62 -1.80 1.05
H -2.69 -0.42 -5.46
H 2.54 3.59 -2.05
H 3.65 2.19 -1.88
O 4.85 -4.70 1.84
H -2.11 2.38 1.05
C 3.66 -4.97 2.08
C 3.23 -2.62 1.07
C -0.22 3.74 3.68
C -3.02 1.41 -2.55
C 2.67 -3.77 1.62
C 1.30 -3.87 1.75
H -4.51 2.97 -2.45
H -3.91 3.57 -0.08
C -2.49 -0.10 -4.45
C -2.38 2.11 0.05
C -3.39 2.77 -0.60
H 2.79 -0.68 0.26
N -0.31 1.88 2.31
N -1.67 1.11 -0.55
C -3.73 2.44 -1.93
C 0.25 2.45 3.33
H 0.81 -4.74 2.17
```

***

Record 5
A structure of composition C39H60BaP in a non-equilibrium geometry, computed with the ωB97M-V functional and the def2-TZVPD basis.

The calculation puts the energy above the lowest of the compared OMol25 structures with the same formula, charge and spin at 1.487 eV. As for the charge: +1. The value obtained for the orbital gap is 8.77 eV. Its calculated total energy is -51394.722 eV.

```
101
C39H60BaP (the ωB97M-V functional and the def2-TZVPD basis)
H 4.89 -5.00 2.57
H -0.29 -1.76 4.20
C 2.52 -1.66 -1.24
H -0.23 -2.57 -6.51
H 0.59 -5.69 -0.35
C -3.66 -0.94 -2.24
H -3.16 0.93 3.93
P -1.16 0.25 -2.64
H -1.79 -0.93 4.63
H -1.54 -1.52 2.99
H 1.15 -4.27 -5.33
C -0.42 1.79 -3.50
C 2.92 -2.73 0.90
C 1.21 -2.19 -1.33
H -1.71 3.28 -2.51
H 1.71 -3.94 -2.98
C -0.28 -1.22 -3.37
H -1.98 2.39 -4.92
H -4.71 1.38 -2.64
C -0.43 0.27 3.49
H 2.62 -0.47 2.34
C -1.73 -3.17 -0.83
H -2.91 0.61 2.22
H 1.44 1.28 -2.57
C -3.39 -0.16 -4.55
H -0.11 3.85 -2.95
H 3.79 -2.63 -3.49
H 3.00 1.90 1.97
H 4.94 -4.64 0.84
H 4.01 1.08 -2.74
H -0.43 4.53 2.75
H -0.29 2.77 -1.56
H -1.67 -3.23 -1.92
H 5.78 -2.39 1.40
H -1.09 -0.67 -5.26
C 3.76 0.45 -1.89
C 0.57 -2.15 -2.70
C -0.30 -5.23 -0.77
C 2.08 -0.34 3.28
C -0.52 -3.82 -0.19
C 0.87 0.50 3.08
H -3.40 2.29 -3.38
H -3.29 -1.93 -2.51
H 3.06 0.98 -1.25
H 4.35 -1.54 -0.15
H -1.79 -2.12 -0.53
H -0.39 3.04 -5.24
H 1.83 -1.33 3.65
C 0.77 -3.01 -0.26
C 4.31 -4.62 1.73
C 4.23 -1.73 -3.07
C -0.01 -2.48 -5.45
C -0.66 2.99 -2.57
H -0.72 1.36 -5.62
C -0.92 2.15 -4.90
C -1.20 1.41 3.20
C -3.01 0.15 -3.10
C -0.37 2.38 2.64
C 2.19 2.58 2.26
C 0.76 -3.41 -4.80
H 1.59 2.47 -3.87
C 1.06 -3.23 -3.47
H -4.47 -0.08 -4.65
H -3.12 -1.19 -4.82
H 4.68 0.28 -1.33
H -3.28 1.77 -1.68
H -3.13 2.27 2.78
C 5.06 -2.28 2.22
H 4.79 -1.23 2.29
H 2.06 3.31 1.46
C 3.84 -3.18 2.02
H -2.64 -3.68 -0.52
C 0.92 1.84 2.55
H 5.58 -2.55 3.14
H -3.47 -0.77 -1.18
H 2.40 -0.66 -3.12
H 1.34 0.78 -4.27
C -0.50 -1.40 -4.74
C 1.08 1.56 -3.56
H 3.46 -5.28 1.57
H -2.95 0.52 -5.28
H -4.74 -0.93 -2.40
H -1.85 3.82 2.02
H -1.16 -5.86 -0.54
H 1.26 -3.86 1.63
H 2.77 0.12 3.99
C 1.62 -3.22 0.83
Ba -0.66 0.55 1.05
C 3.34 -1.93 -0.15
H 5.02 -2.02 -2.37
H -0.74 -3.94 0.87
H -0.35 3.90 1.11
C -0.77 3.72 2.10
C 3.16 -0.88 -2.38
H 3.27 -3.20 2.94
C -2.66 1.32 3.04
H -0.19 -5.19 -1.85
H 2.53 3.13 3.14
H 4.69 -1.16 -3.89
C -1.04 -1.04 3.85
C -3.63 1.49 -2.68
```

***

Record 6
A structure of composition C53H65IrN6O2P3S, computed with the ωB97M-V functional and the def2-TZVPD basis.

The calculation puts the energy above the lowest of the compared OMol25 structures with the same formula, charge and spin at 0.301 eV. As for the charge: +3. The value obtained for the orbital gap is 6.49 eV. Its calculated total energy is -110574.861 eV.

```
131
C53H65IrN6O2P3S (the ωB97M-V functional and the def2-TZVPD basis)
H 0.87 1.05 4.46
C -4.54 -0.57 0.70
C -0.36 -2.06 3.91
H -2.67 2.17 -1.97
H 1.13 5.83 -1.08
C 3.16 3.96 0.73
H -2.22 0.96 -3.64
C 3.02 0.82 4.39
H 1.23 -4.17 -0.43
H 4.77 -0.46 1.78
C 1.75 4.95 -0.96
H 3.18 1.23 5.38
C -1.43 5.44 0.95
C 3.66 1.98 -2.69
C -2.46 3.33 1.62
C 4.72 0.14 -0.92
C -3.31 -1.20 0.83
S -0.05 -0.13 1.97
H -4.05 4.81 1.56
P -0.50 3.29 -0.39
H 3.73 4.09 1.64
C 0.39 -4.49 -1.03
N -1.11 3.63 -1.90
H -0.08 -1.31 4.63
C 5.56 0.88 -1.72
C 5.03 1.79 -2.63
C 2.81 1.25 -1.87
H 3.81 5.59 -0.60
C -3.23 4.51 2.21
H 5.06 -4.53 -1.52
C 2.63 -0.20 1.81
N -1.45 3.97 0.75
H -0.74 -0.45 -6.65
C 4.10 0.38 3.63
H -0.98 2.11 -4.19
C -2.54 -1.48 -0.31
H -0.55 -7.06 -3.02
H -1.02 -2.37 -5.09
C -2.55 3.26 -1.98
H 3.67 3.23 0.10
C -3.05 3.95 -3.23
H 5.69 2.36 -3.27
H -0.25 -3.69 -4.19
H 4.09 -2.29 -1.76
C -0.01 -0.05 -5.94
O -0.53 1.78 -0.15
H 3.13 -4.99 2.27
H 3.25 2.69 -3.40
C 4.40 -4.15 -0.75
H -2.86 5.96 -2.49
H -1.43 -4.76 1.33
P -0.90 -2.23 -0.11
H -3.10 3.64 -1.11
H 0.60 -2.92 -5.55
C -0.72 -3.33 4.33
H -0.70 -3.57 5.38
H 6.63 0.73 -1.66
H -0.18 4.88 -3.34
H -5.97 0.26 -0.66
C 1.74 3.50 0.99
H 1.66 2.43 1.19
H -2.05 1.32 -5.36
H 4.58 -5.89 0.48
H -2.79 -3.61 -1.88
C 4.14 -4.91 0.38
N -0.08 0.01 -2.33
C -0.95 4.96 -2.57
C -2.18 5.63 2.26
H 0.87 -0.68 -5.93
H -2.62 6.62 2.34
C -1.13 -4.01 2.05
H 1.37 -6.28 -1.66
H -0.40 5.81 0.99
H -0.33 0.99 -2.45
C -2.32 5.29 -3.16
H -0.65 5.74 -1.87
H -3.11 2.67 1.04
H -2.44 -1.32 -2.46
C 3.33 0.31 -0.98
C 0.47 -5.68 -1.73
C 1.73 0.71 3.89
O -1.01 0.79 2.56
H -2.62 -5.72 -3.11
H -2.96 -1.48 1.81
H 0.28 0.95 -6.27
C 1.65 -2.22 -2.99
H 5.15 -0.60 -0.25
C -0.78 -3.72 -1.10
H -3.64 4.28 3.19
H 1.76 1.46 -1.92
H -1.51 5.48 3.11
H 2.66 6.05 0.66
H -1.95 5.96 0.14
H -1.38 -5.29 3.75
C 2.77 -3.14 1.25
H -1.98 2.74 2.40
C 2.94 5.26 -0.04
H 5.10 0.44 4.04
C -0.04 -0.57 -3.53
C 3.32 -4.41 1.38
C 3.02 -2.37 0.11
H 1.91 -3.24 -3.30
H -2.24 5.79 -4.12
H -4.13 4.07 -3.24
C -1.77 -5.36 -2.54
N -0.59 0.06 -4.60
H -5.13 -0.37 1.58
N 1.03 3.85 -0.27
H 2.16 -2.75 2.05
N 0.49 -1.79 -3.75
Ir 0.11 -0.22 -0.27
C -1.10 -4.30 3.40
H 1.30 4.03 1.84
H -2.76 3.41 -4.13
C 1.57 0.19 2.62
C -4.25 -0.49 -1.69
C -0.07 -2.74 -4.71
C -0.61 -6.12 -2.48
H -4.63 -0.23 -2.67
C -0.38 -1.78 2.55
C -5.01 -0.22 -0.56
H 1.45 -2.24 -1.93
C -1.50 1.17 -4.43
C 3.85 -2.88 -0.89
C -0.77 -2.73 1.62
H 2.50 -1.57 -3.21
H 2.07 4.62 -1.94
C 3.91 -0.13 2.35
P 2.29 -0.72 0.09
C -1.86 -4.16 -1.86
C -3.02 -1.11 -1.57
```

***

Record 7
A structure of composition C19H42P2ReSi in a non-equilibrium geometry, computed with the ωB97M-V functional and the def2-TZVPD basis.

The calculation puts the energy above the lowest of the compared OMol25 structures with the same formula, charge and spin at 4.611 eV. Its spin multiplicity is 4. As for the charge: +2. The value obtained for the orbital gap (spin up / spin down) is 6.86 / 4.69 eV. Its calculated total energy is -48942.286 eV.

```
65
C19H42P2ReSi (the ωB97M-V functional and the def2-TZVPD basis)
C -1.10 -0.51 -2.80
C -2.20 2.25 -2.41
C 4.33 -0.27 -1.72
Re -2.05 -0.11 1.33
H 1.04 0.14 -2.73
H 3.41 2.50 -1.12
H 0.51 -3.88 -3.17
P -0.56 -1.99 -1.81
C -0.44 0.56 2.47
H 3.99 -0.03 0.48
H 2.61 -0.76 1.31
C 2.61 -1.80 -0.71
H 0.17 1.57 2.61
C -0.36 -0.32 5.11
H 1.27 2.22 0.03
H 1.45 2.95 -3.01
C -3.34 0.56 2.85
C 0.37 3.14 -2.85
H -0.78 2.67 5.36
H -0.11 -1.28 4.62
C 1.97 -1.10 0.47
H -2.66 -2.46 1.38
C 4.17 0.60 -0.41
C 0.08 -2.88 -3.40
H -3.94 0.17 1.96
H -1.59 3.18 3.86
H -1.72 -0.13 -1.96
H -3.82 0.07 3.73
H 0.28 -0.29 2.52
C 1.06 0.05 -0.03
H -2.14 -3.91 -1.73
C -2.53 -1.89 2.34
H 5.12 1.12 -0.19
C -1.63 2.45 4.69
H -2.64 -2.43 -0.71
H 5.33 -0.72 -1.74
C 1.83 1.34 -0.27
H -2.59 2.49 5.24
C 0.03 0.52 -3.03
H 0.54 0.32 5.19
H -2.83 1.36 -2.34
H -0.86 -0.45 6.07
H -3.66 1.61 2.86
H -0.16 3.18 -3.85
P -0.54 1.84 -1.72
H 3.13 -1.89 -2.83
H 0.66 -0.35 -0.99
H -2.31 2.65 -3.42
C 3.30 -1.36 -1.81
Si -1.49 0.75 3.96
H 4.28 0.39 -2.61
H -1.73 -0.81 -3.70
H 0.11 0.81 -4.10
C -1.82 -3.11 -1.03
H -3.49 -1.99 2.92
H 2.17 -2.78 -0.85
H 0.15 0.27 0.54
H 0.84 -2.25 -3.93
C 3.07 1.55 -0.68
H -0.80 -2.98 -4.08
H 1.31 -1.82 0.97
H 0.31 4.13 -2.37
H -1.33 -3.48 -0.10
H -1.71 -2.31 2.97
H -2.57 2.95 -1.66
```